18
Properties=species:S:1:pos:R:3:nbo_charge:R:1 method="wB97M-V/def2-TZVPD" homo_lumo_gap_ev=9.74 total_charge=+1 e_homo_ev=-13.20 smiles=CN(C)NC[NH3+] lumo_energy_ev=-3.457 e_above_lowest_kj_mol=217.60
C 0.386 -0.778 1.820 -0.44
N 0.516 -0.282 0.460 -0.31
C 1.747 -0.732 -0.170 -0.42
N -0.598 -0.534 -0.371 -0.50
C -1.465 0.573 -0.419 -0.04
N -0.828 1.576 -1.401 -0.70
H 0.531 -1.861 1.885 0.19
H 1.139 -0.286 2.431 0.23
H -0.598 -0.523 2.211 0.21
H 1.867 -1.819 -0.144 0.19
H 1.762 -0.402 -1.206 0.20
H 2.584 -0.276 0.357 0.22
H -1.028 -1.449 -0.282 0.39
H -2.446 0.299 -0.811 0.23
H -1.564 1.122 0.527 0.21
H -1.447 2.376 -1.577 0.44
H -0.635 1.085 -2.286 0.45
H 0.076 1.911 -1.022 0.45